1.
A molecular structure, C18H30As4CrF24N5O5 in a non-equilibrium geometry, computed with ωB97M-V with the def2-TZVPD basis set.

For the energy above the lowest of the compared OMol25 structures with the same formula, charge and spin, the calculation gives 327.94 kcal per mole. Its total energy is -373824.3594 eV. As for the net charge: +1. The value obtained for the maximum force is 6.1 eV/A. The multiplicity is 5. The orbital gap (alpha / beta) is 4.495 / 4.969 eV. The LUMO energy (alpha / beta) is -7.065 / -7.007 eV.

Each line ends with the Löwdin charge.
Cartesian coordinates (Å):
Cr -0.2292 2.0311 -3.8170  1.396
N -0.4889 -0.3456 -0.8319  -0.645
O -0.6301 -1.2122 -0.0289  0.011
O 0.2744 -0.4531 -1.8050  0.048
O -0.9368 0.7948 -0.6430  0.006
C -2.2731 -3.5582 3.8529  0.023
C -3.0489 -4.5728 3.0042  -0.326
O -3.5797 -5.5917 3.3826  0.188
N -3.2164 -4.1596 1.5110  0.094
H -2.4806 -3.6033 1.0996  0.165
H -3.2117 -5.0791 1.0930  0.176
C -4.5227 -3.4395 1.2649  0.051
H -1.7137 -3.9482 4.7033  0.098
H -2.9483 -2.7900 4.2299  0.093
H -1.5221 -3.0031 3.2909  0.080
H -4.5743 -2.5702 1.9206  0.108
H -5.3452 -4.0997 1.5398  0.115
H -4.4977 -3.2615 0.1898  0.127
C 4.2691 -3.9433 -2.0028  0.021
C 5.7347 -4.1443 -1.8251  -0.329
O 6.1198 -4.9772 -0.9689  0.115
N 6.7569 -3.2428 -2.5098  0.130
H 6.3196 -3.0274 -3.3943  0.171
H 6.7722 -2.4432 -1.8930  0.185
C 8.1239 -3.9074 -2.9017  0.062
H 3.6990 -4.7916 -1.6244  0.105
H 3.8701 -3.7582 -3.0001  0.110
H 3.9721 -3.0978 -1.3823  0.107
H 8.7401 -4.2840 -2.0854  0.100
H 8.7304 -3.1228 -3.3543  0.108
H 7.9142 -4.7765 -3.5252  0.111
C -5.3979 3.7174 3.1657  0.045
N -4.0444 3.2299 3.6264  -0.060
C -2.9274 3.7465 3.0038  0.099
C -1.7361 3.1057 3.3792  0.068
C -1.6004 2.0855 4.3389  -0.113
C -2.8222 1.7203 4.9701  0.051
C -4.0275 2.3567 4.6707  0.030
C -0.3469 1.3778 4.6030  -0.087
C 0.6389 1.2627 3.6183  0.072
C 1.7833 0.4901 3.7963  0.038
N 2.0092 -0.2252 4.8942  -0.104
C 1.1497 -0.2234 5.8975  0.000
C 0.0473 0.6442 5.8114  0.084
C 3.1009 -1.2237 4.9666  0.050
H -5.5180 3.8738 2.0937  0.118
H -5.5986 4.7033 3.5849  0.116
H -6.2075 3.0507 3.4626  0.105
H -3.1700 4.4565 2.2269  0.168
H -0.9181 3.5405 2.8239  0.139
H -2.8424 0.8425 5.5989  0.121
H -4.9896 2.2287 5.1444  0.149
H 0.5572 1.8116 2.6918  0.139
H 2.5911 0.3015 3.1046  0.155
H 1.3739 -0.8869 6.7196  0.153
H -0.6774 0.7119 6.6093  0.119
H 2.7399 -2.1483 5.4170  0.110
H 3.8552 -0.8186 5.6411  0.122
H 3.4929 -1.4006 3.9650  0.110
As 1.2612 6.3978 -1.7036  0.878
F 1.9295 8.0400 -1.3973  -0.291
F 2.5626 5.6078 -0.7978  -0.292
F 0.4503 4.7723 -2.1452  -0.378
F -0.0277 7.2039 -2.6255  -0.282
F 2.2557 6.2237 -3.2316  -0.302
F 0.3754 6.4101 -0.2306  -0.277
As -5.3417 2.0736 -2.7852  0.827
F -5.8406 1.4569 -4.4667  -0.312
F -5.1579 0.3772 -2.4327  -0.291
F -4.8203 2.4661 -1.1639  -0.306
F -5.4234 3.8005 -3.1575  -0.269
F -7.0270 1.9994 -2.3591  -0.268
F -3.6113 2.0511 -3.3297  -0.335
As 4.8695 1.5581 -5.3505  0.908
F 5.5392 2.7251 -4.1208  -0.310
F 3.1960 1.8780 -4.6296  -0.365
F 4.0726 0.5488 -6.6048  -0.290
F 6.4997 1.1887 -5.9080  -0.277
F 5.0129 0.3090 -4.1311  -0.319
F 4.5085 2.9625 -6.4760  -0.304
As -1.7128 -2.0122 -6.3326  0.864
F -2.5414 -2.2819 -4.7958  -0.298
F -1.0828 -0.4909 -5.6681  -0.327
F -0.7614 -1.8293 -7.8852  -0.305
F -2.3886 -3.4904 -7.0014  -0.275
F -3.0944 -1.0799 -7.0113  -0.284
F -0.2938 -2.8184 -5.5740  -0.320

---

2.
A molecular structure, C18H30AsBrN3O4RuS2Se2, computed with ωB97M-V with the def2-TZVPD basis set.

For the energy above the lowest of the compared OMol25 structures with the same formula, charge and spin, the calculation gives 0.00 kcal per mole. Its total energy is -317632.4854 eV. As for the net charge: +1. The value obtained for the maximum force is 0.7 eV/A. The orbital gap (alpha / beta) is 4.368 / 4.508 eV. The LUMO energy (alpha / beta) is -5.605 / -5.474 eV.

Each line ends with the Löwdin charge.
Cartesian coordinates (Å):
Ru -0.8001 0.4092 -0.3075  0.528
O -2.0960 2.5893 -2.2880  -0.135
C -2.0444 3.9569 -1.9314  -0.217
C -1.8037 4.1513 -0.4241  -0.553
C -2.0937 5.6586 -0.1732  -0.218
O -1.8057 6.0659 1.1449  -0.034
C -2.7762 3.3579 0.4458  -0.460
Se -2.6517 1.4188 0.6204  0.931
C -0.3593 3.9355 0.0333  -0.473
Se 0.5568 2.2734 -0.4073  0.772
H -2.1908 2.5030 -3.2463  0.107
H -2.9950 4.4409 -2.1878  0.136
H -1.2509 4.4751 -2.4831  0.138
H -3.1288 5.8871 -0.4466  0.138
H -1.4414 6.2442 -0.8267  0.138
H -2.6003 6.0250 1.6838  0.099
H -3.8008 3.4838 0.0795  0.087
H -2.7521 3.7353 1.4711  0.073
H -0.2936 4.0305 1.1179  0.080
H 0.2904 4.7092 -0.3814  0.080
Br 0.1702 -4.2054 -4.5470  0.802
C -0.7471 -2.8928 -3.5633  -0.657
C -0.9689 -1.6385 -4.1461  -0.172
N -1.6090 -0.6637 -3.5256  0.089
C -2.0204 -0.9107 -2.2780  -0.207
C -1.8010 -2.1060 -1.6036  -0.186
C -1.1792 -3.1490 -2.2785  -0.066
C -2.1551 -2.2167 -0.1493  -0.610
O -2.7270 -3.1865 0.3008  0.087
O -1.7784 -1.1740 0.5484  -0.337
H -0.6254 -1.4411 -5.1543  0.108
H -2.6804 -0.1465 -1.8500  0.085
H -1.0011 -4.0919 -1.7785  0.113
C 2.3871 -3.1282 3.3949  -0.071
N 0.9504 -3.1379 3.3065  -0.171
C 0.1231 -3.0294 4.4965  -0.121
C -1.2900 -3.1713 3.9199  -0.129
N -1.0269 -3.8383 2.6577  0.031
C 0.2579 -3.6899 2.2811  -0.843
S 0.8767 -4.1155 0.7904  0.593
H 2.6979 -2.3305 4.0699  0.088
H 2.7985 -2.9583 2.4012  0.040
H 2.7815 -4.0785 3.7692  0.098
H 0.2849 -2.0698 4.9896  0.121
H 0.3575 -3.8283 5.2087  0.127
H -1.7623 -2.1971 3.7593  0.119
H -1.9361 -3.7752 4.5550  0.119
H -1.7347 -3.8985 1.9236  0.104
C 3.6233 0.5604 0.7343  -0.236
As 3.0010 -0.2468 -0.8957  0.758
C 3.3593 0.9495 -2.3582  -0.242
C 4.0800 -1.8074 -1.1775  -0.237
S 1.0048 -1.0356 -0.8078  0.254
H 4.7084 0.6441 0.6738  0.051
H 3.3438 -0.0845 1.5662  0.043
H 3.1780 1.5452 0.8603  0.005
H 4.4350 1.1067 -2.4249  0.051
H 2.8537 1.8986 -2.1954  -0.003
H 2.9917 0.4872 -3.2728  0.049
H 5.1329 -1.5267 -1.1606  0.051
H 3.8230 -2.2433 -2.1422  0.050
H 3.8600 -2.5289 -0.3910  0.036

---

Q: Number 2 is which compound?
A: C18H30AsBrN3O4RuS2Se2

---

Q: What is the net charge in the first record?
A: +1

---

Q: Among the records above, which one has the highest energy above the lowest of the compared OMol25 structures with the same formula, charge and spin?
A: C18H30As4CrF24N5O5

---

Q: Look up the total energy of the second one.
A: -317632.4854 eV